(1)
The following is a DFT calculation (wB97M-V/def2-TZVPD) of a structure of composition C34H50N5O14P2STl.

Last column: Mulliken charge in e.
Geometry (Å):
Tl  0.239  -1.103  -1.154  1.20
O  0.864  -3.270  -7.163  -0.59
C  0.336  -2.911  -5.948  1.20
C  0.293  -3.797  -4.883  -0.59
C  -0.239  -3.356  -3.683  0.22
N  -0.712  -2.122  -3.527  0.07
C  -0.689  -1.285  -4.563  0.53
C  -0.178  -1.634  -5.802  -1.03
C  -1.227  0.126  -4.313  -0.44
O  -1.726  0.717  -5.280  -0.83
O  -1.130  0.525  -3.118  -0.33
C  -0.263  -4.294  -2.467  -0.31
O  -0.151  -5.507  -2.719  -0.83
O  -0.339  -3.732  -1.347  -0.51
H  1.251  -4.147  -7.065  0.28
H  0.653  -4.816  -4.955  0.37
H  -0.192  -0.924  -6.616  0.51
C  -4.063  -1.044  -2.371  -0.96
C  -4.741  0.267  -2.031  0.66
C  -4.427  1.379  -3.015  -1.06
O  -4.455  0.716  -0.670  -0.48
P  -3.074  0.635  0.109  0.60
O  -2.484  -0.706  0.217  -0.08
C  -2.017  1.924  -0.589  1.00
P  -0.612  2.271  0.491  -0.41
O  -0.316  1.224  1.479  -0.38
O  0.683  2.584  -0.342  0.55
C  1.088  3.538  -1.367  1.06
C  1.304  4.901  -0.744  -1.59
C  0.146  3.576  -2.548  -1.47
O  -1.076  3.663  1.155  -0.43
C  -0.336  4.124  2.302  1.16
C  -0.505  5.630  2.356  -1.63
C  -0.849  3.446  3.558  -1.50
O  -3.496  1.298  1.496  -0.56
C  -3.708  0.530  2.691  1.30
C  -4.280  1.500  3.705  -1.41
C  -4.628  -0.658  2.465  -1.57
H  -4.400  -1.364  -3.359  0.51
H  -4.302  -1.818  -1.641  0.29
H  -2.980  -0.941  -2.412  -0.06
H  -5.822  0.113  -1.999  0.20
H  -3.358  1.438  -3.230  -0.03
H  -4.780  2.337  -2.624  0.32
H  -4.935  1.183  -3.961  0.48
H  -2.604  2.835  -0.709  0.73
H  -1.674  1.560  -1.567  -1.25
H  2.050  3.123  -1.674  0.14
H  0.361  5.332  -0.406  0.13
H  1.738  5.562  -1.496  0.54
H  1.995  4.840  0.099  0.31
H  -0.772  4.126  -2.315  0.33
H  -0.128  2.580  -2.891  0.17
H  0.646  4.092  -3.369  0.45
H  0.720  3.873  2.159  0.03
H  -1.569  5.874  2.382  0.31
H  -0.061  6.111  1.487  0.38
H  -0.033  6.028  3.256  0.38
H  -1.912  3.662  3.680  0.21
H  -0.310  3.829  4.427  0.48
H  -0.716  2.367  3.492  0.24
H  -2.726  0.179  3.022  -0.16
H  -5.268  1.834  3.382  0.31
H  -3.638  2.372  3.807  0.18
H  -4.373  1.014  4.679  0.41
H  -5.588  -0.317  2.070  0.31
H  -4.798  -1.162  3.419  0.47
H  -4.192  -1.365  1.762  0.28
N  3.379  0.478  5.024  -0.66
C  3.656  0.526  3.640  1.22
C  2.645  0.837  2.734  -0.48
C  2.918  0.884  1.379  -0.24
C  4.200  0.633  0.916  -0.38
C  5.212  0.318  1.807  -0.16
C  4.943  0.274  3.168  -0.84
S  4.484  0.697  -0.838  1.44
O  3.951  1.979  -1.261  -0.75
O  5.901  0.482  -1.042  -0.80
N  3.538  -0.413  -1.462  -0.36
C  3.698  -1.711  -1.147  0.39
N  2.810  -2.554  -1.747  -0.19
C  2.942  -3.846  -1.506  0.09
C  3.922  -4.367  -0.669  -0.86
C  4.740  -3.429  -0.062  -0.32
N  4.649  -2.129  -0.274  -0.37
H  2.407  0.279  5.215  0.25
H  3.972  -0.171  5.520  0.22
H  1.628  0.995  3.076  -0.09
H  2.126  1.096  0.680  0.16
H  6.194  0.090  1.414  0.48
H  5.730  0.023  3.872  0.28
H  2.223  -4.503  -1.985  0.24
H  4.008  -5.427  -0.480  0.41
H  5.512  -3.738  0.642  0.36
C  1.362  -3.782  3.038  -0.73
C  -0.074  -4.280  2.796  -0.83
C  -0.663  -3.243  1.813  0.17
O  0.340  -2.238  1.650  -0.05
C  1.589  -2.886  1.828  0.71
H  2.091  -4.590  3.110  0.35
H  1.416  -3.180  3.949  0.31
H  -0.647  -4.349  3.722  0.38
H  -0.065  -5.268  2.333  0.30
H  -1.553  -2.737  2.187  -0.13
H  -0.889  -3.696  0.845  0.00
H  2.357  -2.128  1.961  0.04
H  1.835  -3.492  0.945  -0.38

Summary:
Total charge: -2
Frontier orbital gap, eV: 6.899
E_HOMO, eV: -2.9


(2)
The following is a DFT calculation (wB97M-V/def2-TZVPD) of an isolated molecule of C24H26ClN7O3.

Last column: natural (NBO) charge in e.
Geometry (Å):
C  -3.834  -2.567  1.248  -0.24
O  -3.669  -1.528  0.319  -0.56
C  -4.379  -1.730  -0.882  -0.08
C  -3.734  -0.884  -2.001  -0.23
N  -3.149  0.343  -1.531  -0.39
C  -4.017  1.495  -1.410  -0.23
C  -4.540  1.698  0.016  -0.07
O  -5.510  2.720  -0.016  -0.54
C  -6.025  3.023  1.253  -0.24
C  -1.911  0.415  -0.977  0.52
N  -1.550  1.668  -0.644  -0.57
C  -0.395  1.933  -0.085  0.48
N  -0.170  3.260  0.181  -0.80
C  0.554  0.926  0.249  -0.24
C  1.750  1.155  0.980  0.45
N  2.036  2.377  1.544  -0.81
N  2.686  0.234  1.144  -0.54
C  2.439  -0.954  0.603  0.43
C  1.274  -1.348  -0.037  -0.16
C  0.261  -0.394  -0.220  0.13
C  -1.004  -0.654  -0.826  -0.39
C  -1.300  -1.987  -1.138  0.33
N  -1.497  -3.102  -1.351  -0.40
C  1.433  -2.783  -0.424  -0.51
C  2.841  -3.114  0.040  0.70
O  3.447  -4.152  -0.083  -0.59
N  3.341  -1.994  0.656  -0.43
C  4.672  -1.883  1.206  -0.26
C  5.430  -0.780  0.518  0.06
C  5.924  0.304  1.229  -0.20
C  6.582  1.334  0.581  -0.24
C  6.739  1.279  -0.794  -0.04
Cl  7.552  2.568  -1.612  0.00
C  6.253  0.205  -1.522  -0.22
C  5.602  -0.819  -0.861  -0.23
H  -3.455  -3.514  0.848  0.18
H  -3.257  -2.288  2.128  0.19
H  -4.888  -2.691  1.527  0.16
H  -5.434  -1.447  -0.739  0.17
H  -4.341  -2.787  -1.175  0.19
H  -2.959  -1.468  -2.496  0.23
H  -4.498  -0.640  -2.744  0.21
H  -4.869  1.367  -2.078  0.21
H  -3.465  2.388  -1.707  0.23
H  -3.706  1.975  0.677  0.17
H  -4.978  0.764  0.396  0.17
H  -6.758  3.815  1.113  0.19
H  -6.512  2.150  1.706  0.16
H  -5.235  3.372  1.931  0.16
H  0.784  3.577  0.111  0.40
H  -0.861  3.862  -0.244  0.40
H  1.260  2.867  1.964  0.40
H  2.869  2.337  2.115  0.40
H  0.718  -3.446  0.067  0.26
H  1.336  -2.957  -1.497  0.26
H  5.150  -2.855  1.043  0.25
H  4.604  -1.684  2.280  0.21
H  5.791  0.347  2.299  0.21
H  6.967  2.176  1.135  0.23
H  6.384  0.173  -2.592  0.23
H  5.220  -1.660  -1.421  0.22

Summary:
SMILES: COCCN(CCOC)c1nc(N)c2c(N)nc3c(c2c1C#N)CC(=O)N3Cc1ccc(Cl)cc1
Frontier orbital gap, eV: 8.078
E_HOMO, eV: -7.7


(3)
The following is a DFT calculation (wB97M-V/def2-TZVPD) of a structure of composition C33H30N7O7OsS.

Last column: Mulliken charge in e.
Geometry (Å):
Os  0.514  -0.420  -1.063  2.27
C  6.062  -0.472  2.328  -1.67
C  4.788  0.034  1.712  0.48
C  4.818  0.962  0.667  -1.04
C  3.665  1.387  0.038  -0.09
C  2.428  0.908  0.457  -0.05
N  1.185  1.192  -0.173  0.33
C  0.850  2.532  -0.398  1.12
C  1.469  3.521  0.383  -0.37
C  1.213  4.862  0.216  -1.22
C  0.278  5.304  -0.717  0.21
C  -0.052  6.762  -0.873  -1.63
C  -0.383  4.338  -1.449  -0.34
C  -0.106  2.978  -1.310  -0.06
N  -0.873  2.076  -2.109  0.13
C  -1.633  2.400  -3.170  -0.20
C  -2.368  1.296  -3.528  -1.33
C  -1.982  0.317  -2.624  -0.29
N  -1.090  0.786  -1.748  -0.08
C  2.404  -0.003  1.498  0.19
C  3.558  -0.453  2.119  -0.61
N  1.130  -0.500  1.890  0.44
C  0.720  -0.846  3.121  -0.03
C  -0.585  -1.277  3.032  -1.37
C  -0.906  -1.154  1.684  -0.23
N  0.132  -0.681  0.999  -0.18
H  6.819  0.310  2.366  0.41
H  6.465  -1.293  1.732  0.30
H  5.897  -0.844  3.338  0.39
H  5.774  1.338  0.325  0.42
H  3.714  2.087  -0.784  0.56
H  2.177  3.213  1.138  0.63
H  1.734  5.580  0.837  0.41
H  0.808  7.385  -0.631  0.40
H  -0.865  7.049  -0.204  0.30
H  -0.363  6.993  -1.891  0.39
H  -1.159  4.657  -2.131  0.46
H  -1.598  3.379  -3.611  0.37
H  -3.062  1.208  -4.344  0.48
H  -2.259  -0.716  -2.608  0.43
H  3.496  -1.202  2.899  0.50
H  1.372  -0.721  3.968  0.51
H  -1.223  -1.606  3.832  0.46
H  -1.838  -1.359  1.191  0.42
C  -2.938  -2.489  -0.791  -1.79
C  -1.575  -2.989  -1.123  -0.08
N  -0.412  -2.346  -1.025  0.66
C  0.586  -3.275  -1.279  0.18
C  0.015  -4.469  -1.571  0.10
N  -1.335  -4.261  -1.464  -0.07
C  0.501  -5.831  -1.946  0.50
O  1.796  -6.004  -2.028  -0.52
O  -0.325  -6.684  -2.155  -0.60
C  2.007  -2.879  -1.105  0.89
O  2.902  -3.700  -1.226  -0.88
O  2.153  -1.648  -0.749  -0.72
H  -2.900  -1.454  -0.467  0.39
H  -3.368  -3.090  0.011  0.45
H  -3.606  -2.562  -1.650  0.42
H  -2.004  -5.008  -1.604  0.29
H  2.308  -5.171  -1.811  0.41
C  -0.191  3.597  -7.906  -1.55
C  0.246  2.641  -6.832  1.03
C  -0.264  1.346  -6.776  -0.92
C  0.160  0.453  -5.804  -0.49
C  1.109  0.865  -4.882  0.32
C  1.632  2.152  -4.909  -0.55
C  1.194  3.029  -5.885  -0.87
S  1.656  -0.238  -3.639  1.17
O  2.730  -1.041  -4.104  -0.64
O  0.445  -1.007  -3.153  -0.58
O  1.911  0.585  -2.418  -0.61
H  -1.125  3.280  -8.366  0.37
H  0.565  3.654  -8.691  0.32
H  -0.322  4.603  -7.508  0.38
H  -1.000  1.031  -7.505  0.39
H  -0.243  -0.551  -5.762  0.48
H  2.361  2.463  -4.172  0.45
H  1.597  4.034  -5.916  0.42

Summary:
Total charge: +1
Frontier orbital gap (spin up / spin down), eV: 6.619 / 6.617
E_HOMO (spin up / spin down), eV: -10.4 / -10.4


(4)
The following is a DFT calculation (wB97M-V/def2-TZVPD) of a cluster of 8 separate species, C24H64O8 in total.

Last column: Löwdin spin population.
Geometry (Å):
C  0.946  -0.766  4.258  0.00
C  1.211  -2.163  3.745  0.00
C  0.301  -3.155  4.466  0.00
O  1.016  -2.159  2.370  0.00
H  -0.043  -0.314  4.324  0.00
H  1.546  -0.110  3.626  0.00
H  1.311  -0.715  5.284  0.00
H  2.263  -2.388  3.920  0.00
H  0.713  -4.163  4.424  0.00
H  -0.705  -3.261  4.061  0.00
H  0.204  -2.988  5.539  0.00
H  1.886  -1.903  2.055  0.00
C  -3.213  5.382  2.420  0.00
C  -3.318  5.391  0.886  0.00
C  -2.603  4.210  0.149  0.00
O  -4.646  5.288  0.598  0.00
H  -3.733  6.263  2.797  0.00
H  -2.197  5.367  2.815  0.00
H  -3.804  4.535  2.769  0.00
H  -2.926  6.303  0.435  0.00
H  -3.077  3.275  0.448  0.00
H  -1.549  4.115  0.411  0.00
H  -2.573  4.377  -0.927  0.00
H  -5.059  6.137  0.772  0.00
C  2.719  3.947  -4.972  0.00
C  1.325  4.136  -4.361  0.00
C  0.730  3.012  -3.572  0.00
O  1.409  5.325  -3.586  0.00
H  3.483  3.721  -4.227  0.00
H  3.011  4.865  -5.483  0.00
H  2.674  3.136  -5.700  0.00
H  0.603  4.286  -5.164  0.00
H  0.823  2.076  -4.123  0.00
H  -0.321  3.173  -3.332  0.00
H  1.216  2.929  -2.601  0.00
H  0.585  5.439  -3.106  0.00
C  -0.801  -3.442  -4.053  0.00
C  -0.248  -3.882  -2.652  0.00
C  0.596  -5.186  -2.780  0.01
O  0.477  -2.760  -2.178  0.02
H  -1.408  -2.540  -3.976  0.00
H  -1.531  -4.166  -4.414  0.00
H  0.003  -3.320  -4.778  0.00
H  -1.076  -4.106  -1.980  0.00
H  -0.147  -5.969  -2.933  0.00
H  1.139  -5.460  -1.876  0.00
H  1.342  -5.061  -3.565  0.00
H  0.059  -2.448  -1.371  0.00
C  -1.503  0.094  1.400  0.00
C  -1.141  -0.367  0.017  0.00
C  0.087  0.367  -0.564  0.00
O  -0.716  -1.670  0.126  0.00
H  -2.145  -0.628  1.905  0.00
H  -1.930  1.091  1.296  0.00
H  -0.615  0.030  2.028  0.00
H  -1.979  -0.203  -0.661  0.00
H  0.322  0.100  -1.594  0.00
H  1.001  0.099  -0.032  0.00
H  -0.029  1.449  -0.506  0.00
H  -0.175  -1.656  0.920  0.00
C  -5.727  -2.987  5.450  0.00
C  -5.606  -3.238  4.002  0.00
C  -4.365  -2.752  3.311  0.00
O  -5.629  -4.663  3.861  0.00
H  -5.802  -1.924  5.680  0.00
H  -4.919  -3.454  6.014  0.00
H  -6.663  -3.453  5.757  0.00
H  -6.392  -2.811  3.380  0.00
H  -3.455  -2.909  3.889  0.00
H  -4.439  -1.693  3.060  0.00
H  -4.236  -3.318  2.389  0.00
H  -4.859  -5.077  4.256  0.00
C  3.626  2.412  -0.081  0.00
C  3.402  2.470  1.493  0.00
C  1.884  2.256  1.840  0.00
O  4.155  1.533  2.188  0.00
H  4.702  2.424  -0.255  0.00
H  3.181  3.322  -0.483  0.00
H  3.247  1.528  -0.593  0.00
H  3.675  3.478  1.805  0.00
H  1.636  1.204  1.697  0.00
H  1.223  2.713  1.103  0.00
H  1.661  2.659  2.827  0.00
H  5.060  1.775  1.976  0.00
C  2.909  -0.879  -3.444  0.10
C  3.534  -2.219  -3.906  0.12
C  5.063  -2.262  -3.948  0.01
O  3.185  -3.152  -2.892  0.66
H  3.329  -0.105  -4.087  0.02
H  3.251  -0.599  -2.448  0.00
H  1.824  -0.891  -3.548  0.00
H  3.168  -2.521  -4.888  0.05
H  5.438  -1.404  -4.506  0.00
H  5.338  -3.237  -4.351  0.00
H  5.568  -2.161  -2.988  0.00
H  2.242  -3.035  -2.752  0.01

Summary:
Total charge: +1
2S+1: 2
Expectation value of S²: 0.754
Frontier orbital gap (spin up / spin down), eV: 9.236 / 2.617
E_HOMO (spin up / spin down), eV: -11.6 / -11.6


Which ΔE to the lowest compared entry with this formula, charge and spin belongs to each record? In order, 0.0; 12.8; 21.0; 28.5 kJ/mol.
Which DFT total energy belongs to each record? In order, -106301.6350; -54406.9959; -72770.0910; -42294.9110 eV.